The following is a quantum chemistry calculation of a gas-phase ion, C3H7IN (charge +1), from the Open Molecules 2025 dataset.

Cartesian coordinates (Å):
N: -1.22663 -0.87121 -0.06643
C: 0.04150 -0.21518 -0.54222
C: 0.14770 1.19808 0.05734
C: 1.03865 0.14582 0.49771
I: 3.08769 -0.10489 -0.05222
H: -1.05742 -1.67257 0.61907
H: -1.68666 -1.16044 -0.98199
H: -1.66577 0.00193 0.31847
H: 0.42441 -0.50562 -1.53986
H: 0.63935 1.84981 -0.65996
H: -0.55054 1.56216 0.74214
H: 0.80772 -0.22790 1.60795

The calculation puts the HOMO-LUMO gap at 9.365 eV. Its calculated total energy is -12806.4279 eV. For the HOMO energy, the calculation gives -13.30 eV. As for the charge: +1. The energy above the lowest of the compared OMol25 structures with the same formula, charge and spin comes out at 47.53 kcal per mole. Its spin multiplicity is 1. For the LUMO energy, the calculation gives -3.94 eV. Its SMILES is [NH3+][C@H]1C[C@@H]1I.

The following is a quantum chemistry calculation of C5H8O in the gas phase, from the Open Molecules 2025 dataset.

Cartesian coordinates (Å):
C: -1.35329 -0.41416 -0.34756
O: -1.27113 0.46034 0.80120
C: -0.16466 1.30111 0.58821
C: 0.82245 0.49880 -0.08820
C: 0.99427 -0.89731 0.34065
C: 0.13646 -0.63928 -0.76718
H: -1.89456 -1.21899 -0.06851
H: -1.89069 0.02265 -1.17252
H: -0.49526 2.18190 0.06188
H: 0.27689 1.46805 1.57440
H: 1.80726 0.91330 -0.56493
H: 1.95200 -1.37456 0.12096
H: 0.61503 -1.28547 1.31260
H: 0.46523 -1.01638 -1.79099

The calculation puts the HOMO-LUMO gap at 10.841 eV. Its calculated total energy is -7360.1761 eV. For the HOMO energy, the calculation gives -9.73 eV. The energy above the lowest of the compared OMol25 structures with the same formula, charge and spin comes out at 47.95 kcal per mole. Its spin multiplicity is 1. For the LUMO energy, the calculation gives 1.11 eV. Its SMILES is C1OC[C@H]2C[C@@H]12.

The following is a quantum chemistry calculation of a molecular structure, C62H45MnN2O4P2S2, from the Open Molecules 2025 dataset.

Cartesian coordinates (Å):
Mn: 0.98103 -0.41838 0.52345
O: 1.28170 1.99442 -1.78719
S: 0.06452 1.13375 -1.63252
C: -1.24468 2.23616 -1.22957
C: -2.38268 2.31398 -1.99599
C: -3.39130 3.27434 -1.76037
C: -3.19003 4.17379 -0.75818
C: -4.02024 5.35955 -0.31977
C: -3.24436 5.96737 0.87924
C: -2.00052 5.11814 0.99824
C: -0.92279 5.22441 1.82467
C: 0.08268 4.24313 1.72624
C: 0.05853 3.18195 0.84237
P: 1.47520 2.03803 1.09480
C: 1.48293 1.73074 2.90930
C: 2.56240 1.00925 3.42442
C: 2.58128 0.61868 4.75579
C: 1.52090 0.93679 5.59284
C: 0.44066 1.64979 5.08986
C: 0.41999 2.03943 3.75746
C: 3.00026 3.00639 0.78740
C: 3.63781 3.62078 1.86971
C: 4.72566 4.45609 1.66226
C: 5.19471 4.68396 0.37783
C: 4.56667 4.07375 -0.69796
C: 3.47657 3.24085 -0.50356
C: -1.02423 3.10899 -0.10617
C: -2.02876 4.08087 0.04485
C: -0.36048 0.51210 -3.20810
C: -0.09959 1.34986 -4.26454
C: -0.50412 1.03515 -5.57936
C: -1.21653 -0.11192 -5.77353
C: -1.81915 -0.71125 -7.02621
C: -2.56823 -1.98291 -6.53892
C: -2.21956 -2.09571 -5.07176
C: -2.52734 -3.04009 -4.13850
C: -2.01279 -2.87880 -2.83375
C: -1.23899 -1.80423 -2.44374
P: -0.55371 -1.99106 -0.77167
C: 0.33785 -3.56496 -0.65628
C: 0.57530 -4.38918 -1.75317
C: 1.33840 -5.53896 -1.60512
C: 1.88212 -5.86285 -0.36975
C: 1.67126 -5.03238 0.72347
C: 0.90885 -3.88337 0.57645
C: -2.08708 -2.18467 0.20330
C: -3.01175 -1.13517 0.17636
C: -4.20218 -1.23344 0.87530
C: -4.48539 -2.38122 1.61296
C: -3.57317 -3.42256 1.64302
C: -2.37210 -3.32640 0.94075
C: -0.99729 -0.74926 -3.37884
C: -1.46083 -0.97389 -4.68216
H: -2.50387 1.63478 -2.82948
H: -4.26060 3.31235 -2.40419
H: -5.03178 5.05646 -0.05040
H: -4.11600 6.07541 -1.13667
H: -3.82577 5.92529 1.80084
H: -2.99122 7.01493 0.71819
H: -0.82641 6.02093 2.55126
H: 0.92505 4.33276 2.40253
H: 3.40421 0.75927 2.79107
H: 3.43219 0.07047 5.13857
H: 1.53987 0.63940 6.63332
H: -0.38768 1.91053 5.73690
H: -0.43587 2.59165 3.38827
H: 3.29805 3.47216 2.88292
H: 5.20346 4.92626 2.51168
H: 6.04516 5.33342 0.21686
H: 4.92706 4.24156 -1.70450
H: 3.01055 2.77341 -1.35435
H: 0.41899 2.28047 -4.06519
H: -0.26913 1.71124 -6.39126
H: -1.03059 -0.96242 -7.73655
H: -2.48113 -0.00794 -7.52967
H: -2.27499 -2.87491 -7.09123
H: -3.64734 -1.88000 -6.66037
H: -3.13045 -3.90814 -4.37139
H: -2.22549 -3.65987 -2.11190
H: 0.18628 -4.12728 -2.72713
H: 1.51353 -6.17834 -2.46046
H: 2.47929 -6.75883 -0.26057
H: 2.10573 -5.27290 1.68478
H: 0.76407 -3.24059 1.44013
H: -2.81637 -0.23905 -0.40746
H: -4.91800 -0.42201 0.83542
H: -5.42098 -2.46384 2.15085
H: -3.79362 -4.32278 2.20204
H: -1.67783 -4.15675 0.95805
O: 1.74937 -1.67416 -2.67341
C: 2.59307 -1.53752 -1.82991
N: 2.47255 -0.67017 -0.72038
S: 3.66351 -0.93516 0.38830
O: 2.86147 -1.43422 1.52402
O: 4.49378 0.19366 0.65426
C: 4.51679 -2.13693 -0.52108
C: 5.70592 -2.76316 -0.19981
C: 6.22380 -3.62733 -1.15433
C: 5.57533 -3.82980 -2.37339
C: 4.38587 -3.17718 -2.67518
C: 3.86347 -2.31868 -1.72818
H: 6.20973 -2.59542 0.74250
H: 7.15111 -4.14531 -0.94879
H: 6.01458 -4.50152 -3.09860
H: 3.87554 -3.32171 -3.61802
N: -0.34183 -0.49013 1.91842
C: -1.10826 -0.58164 2.76669
C: -2.06816 -0.68666 3.81922
C: -3.02712 0.31780 3.94575
C: -3.96202 0.21478 4.95953
C: -3.92702 -0.87569 5.82205
C: -2.96529 -1.87081 5.68349
C: -2.02392 -1.78401 4.67499
H: -3.03547 1.15348 3.25705
H: -4.71641 0.97984 5.08013
H: -4.65943 -0.94975 6.61559
H: -2.94961 -2.71191 6.36244
H: -1.26716 -2.54757 4.55007

The calculation puts the HOMO-LUMO gap (spin up / spin down) at 5.433 / 6.961 eV. Its calculated total energy is -147751.6571 eV. For the HOMO energy (spin up / spin down), the calculation gives -12.59 / -12.66 eV. As for the charge: +2. The energy above the lowest of the compared OMol25 structures with the same formula, charge and spin comes out at 8.80 kcal per mole. Its spin multiplicity is 5. For the LUMO energy (spin up / spin down), the calculation gives -7.16 / -5.70 eV.

The following is a quantum chemistry calculation of 7 unconnected molecules or ions with the total composition C29H70BrO8, from the Open Molecules 2025 dataset.

Cartesian coordinates (Å):
C: 0.87140 -1.62994 0.64839
C: -0.59517 -1.76328 -0.07909
O: -0.36346 -2.31863 -1.42137
C: -1.13947 -3.54432 -1.66504
Br: -0.68699 -5.00911 -0.35758
C: -0.71998 -4.19958 -3.14520
C: 0.88355 -4.09285 -3.47326
O: 1.67799 -5.23343 -2.90780
H: 1.67273 -2.15756 -0.06167
H: 0.95516 -2.16715 1.68820
H: 1.21162 -0.49279 0.69130
H: -1.41437 -2.31004 0.55245
H: -0.99079 -0.64932 -0.23469
H: -1.42419 -3.79263 -4.00281
H: -0.96744 -5.36247 -3.05806
H: 0.98738 -4.22292 -4.65488
H: 1.36765 -3.04641 -3.23359
H: 1.79899 -5.04713 -1.92511
C: -2.40468 3.34865 -1.65475
C: -2.96751 2.10868 -0.98279
O: -2.72570 2.06397 0.42318
C: -3.27362 3.13105 1.19293
C: -4.78543 3.23301 1.09948
H: -1.32646 3.42485 -1.47768
H: -2.58200 3.31099 -2.73463
H: -2.86293 4.26343 -1.27244
H: -2.48244 1.22501 -1.41084
H: -4.03899 1.99902 -1.18532
H: -2.79437 4.07663 0.92289
H: -2.99925 2.93555 2.23713
H: -5.11769 3.44037 0.07878
H: -5.15473 4.03908 1.74172
H: -5.25368 2.29277 1.41062
C: -2.94741 -0.41700 3.37330
C: -1.97398 -1.38664 4.01989
O: -0.68191 -0.82619 4.25155
C: -0.63072 0.31057 5.10977
C: -1.15179 0.03845 6.50945
H: -2.54604 -0.04657 2.42389
H: -3.90608 -0.91009 3.18144
H: -3.13925 0.45178 4.00688
H: -1.82809 -2.23961 3.34866
H: -2.38083 -1.79549 4.95179
H: -1.15148 1.15533 4.64941
H: 0.42478 0.60204 5.17906
H: -2.20744 -0.24576 6.50334
H: -1.04918 0.93050 7.13581
H: -0.59514 -0.78313 6.97344
C: 5.20758 -6.41933 -0.60342
C: 5.24797 -5.01913 -1.18964
O: 4.32723 -4.11814 -0.57508
C: 4.49962 -3.89360 0.82179
C: 5.85452 -3.31009 1.18018
H: 4.19810 -6.83765 -0.67874
H: 5.90149 -7.07663 -1.13768
H: 5.48552 -6.42754 0.45284
H: 4.97269 -5.07228 -2.24831
H: 6.26169 -4.60391 -1.15657
H: 4.30354 -4.81406 1.37949
H: 3.72069 -3.18152 1.12190
H: 6.67234 -3.98503 0.91403
H: 5.91577 -3.11846 2.25636
H: 6.02086 -2.36868 0.64520
C: -3.64647 -0.06236 -4.46767
C: -4.80872 -0.03020 -3.49096
O: -5.43895 1.24707 -3.39825
C: -6.00700 1.76027 -4.60047
C: -7.09236 0.87454 -5.18542
H: -2.89436 0.68522 -4.19353
H: -3.17586 -1.05105 -4.46805
H: -3.96577 0.15629 -5.48906
H: -4.43396 -0.26640 -2.48938
H: -5.55035 -0.80067 -3.73076
H: -5.22075 1.96184 -5.33389
H: -6.44683 2.73308 -4.34739
H: -6.70740 -0.10862 -5.46896
H: -7.52182 1.33642 -6.08033
H: -7.89217 0.71360 -4.45430
C: -3.86619 7.48962 1.09241
C: -5.00612 6.99575 0.21921
O: -6.26494 6.96357 0.89119
C: -6.74837 8.20907 1.38760
C: -6.95380 9.25489 0.30651
H: -3.77350 6.86837 1.98971
H: -2.92073 7.45465 0.54114
H: -4.02223 8.51871 1.42350
H: -4.79213 5.96759 -0.09141
H: -5.08469 7.58457 -0.70179
H: -6.09182 8.58054 2.17986
H: -7.71524 8.00149 1.86291
H: -6.01720 9.51155 -0.19560
H: -7.36544 10.17369 0.73661
H: -7.64417 8.88494 -0.45942
C: 12.28329 -2.40066 1.58989
C: 11.11007 -3.31873 1.88405
O: 9.83955 -2.69204 1.71012
C: 9.55107 -2.20000 0.40396
C: 9.56126 -3.27665 -0.66628
H: 12.23899 -1.50721 2.22194
H: 13.22945 -2.91849 1.77864
H: 12.28770 -2.06451 0.55067
H: 11.16218 -3.63236 2.93206
H: 11.16380 -4.23571 1.28623
H: 10.23061 -1.38118 0.15002
H: 8.54645 -1.76137 0.45051
H: 10.54516 -3.74263 -0.76638
H: 9.29190 -2.85176 -1.63867
H: 8.84768 -4.07034 -0.41933

The calculation puts the HOMO-LUMO gap at 3.888 eV. Its calculated total energy is -117624.6034 eV. For the HOMO energy, the calculation gives -1.78 eV. As for the charge: -1. Its spin multiplicity is 1. For the LUMO energy, the calculation gives 2.11 eV.

> What is the spin multiplicity in the second record?

1